# 1
# C21H25BF2N3O2V

A structure of composition C21H25BF2N3O2V (ωB97M-V/def2-TZVPD, the Open Molecules 2025 dataset).

```
55
Properties=species:S:1:pos:R:3:forces:R:3
V 0.123 -0.436 0.378 -0.4 0.2 0.0
C 0.243 -2.051 2.877 0.0 0.0 0.0
N -0.062 -0.633 2.624 0.1 0.0 0.0
C -1.411 -0.294 3.120 0.0 0.0 0.0
C -2.557 -1.207 2.695 0.0 0.0 0.0
C -2.717 -1.422 1.181 0.0 0.0 -0.1
N -2.085 -0.344 0.448 0.2 0.0 0.0
C -2.826 0.470 -0.196 0.0 0.0 0.0
C -2.374 1.676 -0.853 0.0 0.0 0.0
C -3.296 2.398 -1.620 0.0 0.0 0.0
C -2.975 3.598 -2.212 0.0 0.0 0.0
C -1.685 4.108 -2.016 0.0 0.0 0.0
C -0.760 3.433 -1.256 0.0 0.0 0.0
C -1.055 2.181 -0.653 0.0 0.0 0.0
O -0.162 1.571 0.042 0.0 -0.1 0.0
C 0.915 0.226 3.341 0.0 0.0 0.0
C 2.088 0.745 2.517 0.0 0.0 0.0
C 2.842 -0.280 1.669 0.0 0.0 0.0
N 2.134 -0.569 0.437 0.0 0.0 0.0
C 2.919 -0.556 -0.669 0.0 0.0 0.0
C 2.537 -0.668 -2.029 0.0 0.0 0.0
C 3.556 -0.635 -3.018 0.0 0.0 0.0
C 3.287 -0.734 -4.365 0.0 0.0 0.0
C 1.972 -0.869 -4.809 0.0 0.0 0.0
C 0.947 -0.900 -3.867 0.0 0.0 0.0
C 1.207 -0.802 -2.514 0.1 0.0 0.0
O 0.145 -0.827 -1.654 0.0 0.0 -0.1
H 0.146 -2.285 3.948 0.0 0.0 0.0
H 1.259 -2.264 2.554 0.0 0.0 0.0
H -0.417 -2.687 2.292 0.0 0.0 0.0
H -1.616 0.724 2.783 0.0 0.0 0.0
H -1.392 -0.283 4.222 0.0 0.0 0.0
H -3.460 -0.736 3.094 0.0 0.0 0.0
H -2.475 -2.174 3.196 0.0 0.0 0.0
H -3.783 -1.490 0.928 0.0 0.0 0.0
H -2.236 -2.345 0.865 0.0 0.0 0.0
H -3.904 0.274 -0.250 0.0 0.0 0.0
H -4.292 1.981 -1.741 0.0 0.0 0.0
H -3.697 4.136 -2.813 0.0 0.0 0.0
H -1.406 5.051 -2.473 0.0 0.0 0.0
H 0.241 3.821 -1.113 0.0 0.0 0.0
H 1.282 -0.329 4.217 0.0 0.0 0.0
H 0.374 1.093 3.725 0.0 0.0 0.0
H 2.778 1.210 3.230 0.0 0.0 0.0
H 1.735 1.529 1.842 0.0 0.0 0.0
H 3.037 -1.188 2.263 0.0 0.0 0.0
H 3.828 0.144 1.444 0.0 0.0 0.0
H 3.990 -0.429 -0.504 0.0 0.0 0.0
H 4.583 -0.532 -2.684 0.0 0.0 0.0
H 4.104 -0.706 -5.077 0.0 0.0 0.0
H 1.747 -0.950 -5.865 0.0 0.0 0.0
H -0.090 -1.002 -4.163 0.0 0.0 0.0
F 0.602 -3.142 -1.136 0.0 0.0 0.0
B -0.316 -2.106 -0.945 0.0 0.1 0.0
F -1.576 -2.496 -1.432 0.0 0.0 0.0
```
Positions in Å, forces in eV/Å.

As for the expectation value of S²: 3.88. Its spin multiplicity is 4. The HOMO energy (spin up / spin down) is -1.740 / -2.717 eV. The value obtained for the HOMO-LUMO gap (spin up / spin down) is 4.39 / 5.36 eV. Its net charge is -1.

Want to see where the charge sits? The Mulliken charges in e are: 0.245 -1.433 1.337 -1.318 -0.848 -1.083 0.494 -0.344 0.711 -0.594 -0.812 -0.301 -0.912 0.417 -0.372 -1.111 -0.616 -1.143 0.396 -0.289 0.839 -1.305 -0.557 -0.620 -0.485 0.337 -0.380 0.374 0.333 0.277 0.415 0.524 0.368 0.367 0.484 0.222 0.103 0.316 0.367 0.374 0.390 0.394 0.412 0.525 0.131 0.216 0.549 0.061 0.324 0.361 0.382 0.449 -0.383 0.777 -0.364

---

# 2
# C21H25BaN6O4S

A structure of composition C21H25BaN6O4S at a distorted geometry (ωB97M-V/def2-TZVPD, the Open Molecules 2025 dataset).

```
58
Properties=species:S:1:pos:R:3:forces:R:3
Ba 0.357 -0.132 0.138 -0.9 0.2 -1.4
N -0.766 -2.774 0.145 0.0 0.0 -0.1
C 0.399 -3.384 -0.505 0.1 -0.3 -0.1
C 0.333 -4.904 -0.666 -0.2 0.0 0.2
C 1.714 -5.540 -0.871 0.1 -0.2 0.1
C 1.796 -6.360 -2.144 0.1 0.0 -0.5
N 1.543 -5.433 -3.239 1.0 -4.1 -1.0
C 1.563 -5.725 -4.514 0.1 -0.1 0.8
N 1.246 -4.772 -5.400 -0.1 0.2 -0.4
N 1.891 -6.949 -4.950 0.0 -0.2 -0.2
C 0.676 -2.660 -1.859 -0.5 0.8 0.8
O 1.007 -3.339 -2.853 -1.0 4.6 0.4
O 0.540 -1.410 -1.837 0.4 -1.6 -1.7
H -0.853 -3.100 1.102 0.0 0.0 0.0
H -1.618 -3.039 -0.335 -0.1 0.0 0.0
H 1.263 -3.164 0.139 0.0 0.1 0.0
H -0.332 -5.133 -1.504 0.0 -0.1 0.0
H -0.140 -5.329 0.222 0.0 0.1 0.0
H 1.988 -6.164 -0.021 -0.1 0.0 0.0
H 2.481 -4.764 -0.934 0.0 0.0 0.0
H 1.051 -7.163 -2.145 0.0 -0.1 0.1
H 2.792 -6.805 -2.234 0.0 -0.1 0.0
H 1.253 -4.465 -2.944 0.0 -0.4 0.1
H 1.014 -3.847 -5.072 0.1 -0.1 0.1
H 1.302 -4.929 -6.389 0.0 0.0 0.0
H 2.142 -7.671 -4.299 0.0 0.0 0.0
H 1.898 -7.177 -5.927 0.0 0.0 0.0
O 1.903 -0.429 2.107 0.0 0.3 0.5
S 0.856 0.328 2.830 0.4 0.2 1.8
O -0.359 -0.464 3.016 0.1 0.2 -0.2
N 0.629 1.617 1.972 -0.2 0.4 0.5
C -0.539 2.400 2.127 0.2 -0.1 -0.2
C -0.976 2.846 3.346 -0.1 0.2 0.2
C -2.074 3.719 3.478 0.0 0.0 0.0
C -2.732 4.171 2.374 0.0 0.0 0.0
C -2.335 3.722 1.093 -0.1 0.1 0.0
C -2.994 4.169 -0.076 0.1 0.0 0.0
C -2.618 3.693 -1.297 0.0 0.0 0.1
C -1.595 2.728 -1.339 -0.1 0.0 -0.2
N -0.956 2.288 -0.284 0.3 0.1 0.4
C -1.267 2.807 0.946 -0.1 -0.1 0.4
C 1.488 0.696 4.441 0.0 0.0 -0.2
C 0.903 0.122 5.555 -0.1 -0.1 0.1
C 1.413 0.425 6.810 0.0 0.0 0.1
C 2.488 1.291 6.936 0.0 0.0 0.0
C 3.062 1.866 5.807 0.0 0.0 0.0
C 2.560 1.571 4.551 0.1 0.1 -0.1
H -0.442 2.557 4.242 0.0 0.0 0.0
H -2.367 4.045 4.467 0.0 0.0 0.0
H -3.557 4.868 2.453 0.0 0.0 0.0
H -3.794 4.893 0.022 0.0 0.0 0.0
H -3.095 4.019 -2.210 0.0 0.0 0.0
H -1.316 2.293 -2.295 0.0 0.0 0.0
H 0.059 -0.544 5.440 0.0 0.0 0.0
H 0.970 -0.015 7.694 0.0 0.0 0.0
H 2.881 1.526 7.917 0.0 0.0 0.0
H 3.898 2.545 5.909 0.0 0.0 0.0
H 2.985 2.020 3.662 0.0 0.0 0.0
```
Positions in Å, forces in eV/Å.

Its spin multiplicity is 1. The HOMO energy is -10.167 eV. The value obtained for the HOMO-LUMO gap is 8.20 eV. Its net charge is +1.

Want to see where the charge sits? The Mulliken charges in e are: 2.021 -0.551 -0.104 -1.035 -1.051 -0.963 -0.294 0.532 -0.364 -0.373 0.578 -0.653 -0.895 0.246 0.224 0.358 0.422 0.425 0.477 0.384 0.423 0.554 0.857 0.231 0.144 0.185 0.194 -0.871 1.432 -0.677 -0.796 0.540 0.099 -0.976 -0.918 1.291 -0.576 -0.580 -0.425 -0.360 -0.174 -0.273 -0.018 -0.650 -0.365 -0.721 -0.367 0.361 0.404 0.378 0.413 0.387 0.431 0.440 0.396 0.399 0.399 0.404

---

# 3
# C21H25BiCl5O6PSTe

A structure of composition C21H25BiCl5O6PSTe at a distorted geometry (ωB97M-V/def2-TZVPD, the Open Molecules 2025 dataset).

```
61
Properties=species:S:1:pos:R:3:forces:R:3
Bi 0.903 -0.296 -1.053 0.3 0.3 0.1
C -0.965 0.164 4.066 0.0 0.0 0.0
C -0.427 1.397 3.376 0.0 -0.2 0.0
O -0.151 1.107 1.986 0.0 0.1 0.1
P -1.033 1.789 0.837 0.2 0.0 -0.1
O -0.246 1.398 -0.433 -0.2 -0.1 0.1
Te -3.285 1.204 0.887 -0.2 0.3 0.1
O -0.863 3.350 1.033 0.0 0.0 0.0
C 0.447 3.952 0.823 0.0 0.0 0.0
C 0.621 5.056 1.836 0.0 0.0 0.0
H -1.085 0.360 5.132 0.0 0.0 0.0
H -0.271 -0.669 3.942 0.0 0.0 0.0
H -1.935 -0.107 3.649 0.0 0.0 0.0
H 0.521 1.710 3.811 0.1 0.0 0.0
H -1.129 2.229 3.449 0.0 0.0 0.0
H 0.463 4.331 -0.197 0.0 0.0 0.0
H 1.223 3.192 0.912 0.0 0.0 0.0
H -0.249 5.712 1.835 0.0 0.0 0.0
H 1.502 5.648 1.584 0.0 0.0 0.0
H 0.752 4.650 2.840 0.0 0.0 0.0
S 1.555 -1.407 1.085 0.0 -0.2 -0.1
C 2.100 -2.843 0.149 -0.1 0.0 0.0
C 3.451 -3.175 0.116 0.0 0.0 0.0
C 3.878 -4.275 -0.609 0.0 0.0 0.0
C 2.969 -5.041 -1.328 -0.1 0.0 0.0
C 1.623 -4.710 -1.309 0.0 0.0 0.0
C 1.185 -3.621 -0.564 0.1 0.0 0.1
H 4.162 -2.552 0.642 0.0 0.0 0.0
H 4.930 -4.527 -0.627 0.0 0.0 0.0
H 3.312 -5.890 -1.904 0.0 0.0 0.0
H 0.906 -5.300 -1.865 0.0 0.0 0.0
H 0.130 -3.382 -0.518 0.0 0.0 0.0
Cl 6.161 0.296 -0.403 -0.1 0.1 0.0
C 4.869 1.455 -0.740 0.0 0.0 0.0
Cl 4.757 2.613 0.585 0.0 0.0 0.0
Cl 5.210 2.311 -2.265 0.0 0.0 0.1
C 3.522 0.708 -0.955 0.2 0.1 0.1
O 3.530 -0.395 -1.494 0.0 -0.3 -0.1
O 2.477 1.311 -0.578 -0.3 0.1 0.0
Cl 1.595 3.655 -2.867 -0.1 -0.1 0.0
C 2.324 5.259 -2.802 0.1 0.0 0.0
Cl 3.036 5.607 -1.222 0.0 0.0 0.0
H 1.549 5.990 -2.996 0.0 0.0 0.0
H 3.113 5.301 -3.543 0.0 0.0 0.0
C -2.103 -2.073 1.148 0.0 0.3 0.2
C -2.348 -1.458 -0.201 0.2 -1.1 -0.6
O -1.377 -1.161 -0.918 -0.1 0.2 0.1
C -3.649 -1.711 -0.898 -0.1 0.2 0.2
C -4.660 -2.465 -0.307 0.0 0.0 0.0
C -5.835 -2.725 -0.999 0.0 0.0 0.0
C -6.009 -2.229 -2.283 0.1 0.0 0.0
C -5.002 -1.475 -2.877 0.0 0.0 0.0
C -3.829 -1.220 -2.190 0.0 0.0 0.0
H -1.220 -1.628 1.604 -0.1 0.0 0.0
H -1.900 -3.136 0.971 0.0 0.0 0.0
H -2.952 -1.978 1.818 0.0 0.0 0.0
H -4.538 -2.858 0.694 0.0 0.0 0.0
H -6.613 -3.314 -0.533 0.0 0.0 0.0
H -6.927 -2.428 -2.821 0.0 0.0 0.0
H -5.137 -1.083 -3.877 0.0 0.0 0.0
H -3.043 -0.628 -2.636 0.0 0.0 0.0
```
Positions in Å, forces in eV/Å.

Its spin multiplicity is 1. The HOMO energy is -7.603 eV. The value obtained for the HOMO-LUMO gap is 7.36 eV. Its net charge is 0.

Want to see where the charge sits? The Mulliken charges in e are: 1.332 -1.014 -0.449 0.084 0.320 -0.543 -0.227 -0.224 0.355 -1.350 0.426 0.236 0.163 0.284 0.413 0.109 0.203 0.325 0.317 0.298 -0.336 0.541 -0.578 -0.584 -0.457 -0.722 0.061 0.377 0.369 0.387 0.428 0.180 -0.126 0.785 -0.118 -0.129 0.287 -0.689 -0.553 -0.073 -0.465 -0.125 0.341 0.326 -0.944 0.416 -0.569 0.681 -0.306 -0.824 -0.377 -0.694 -0.360 -0.056 0.479 0.492 0.327 0.405 0.395 0.394 0.361

---

# 4
# C21H25BrIN2O4Y

A structure of composition C21H25BrIN2O4Y at a distorted geometry (ωB97M-V/def2-TZVPD, the Open Molecules 2025 dataset).

```
55
Properties=species:S:1:pos:R:3:forces:R:3
Y 1.056 -0.781 -0.009 -0.4 2.0 -1.8
C 1.403 -4.846 1.677 0.0 0.1 -0.1
O 1.377 -3.422 1.489 0.1 -0.1 0.3
C 0.549 -2.887 0.530 -0.6 -2.2 0.3
O -0.191 -3.610 -0.118 0.0 0.1 0.2
H 1.140 -5.062 2.711 0.0 0.0 0.0
H 2.413 -5.197 1.474 0.0 0.0 0.0
H 0.697 -5.320 1.001 0.0 -0.1 0.0
I 3.414 -1.541 -1.522 0.2 0.0 0.0
C -1.774 1.731 2.497 0.1 0.0 -0.1
C -1.618 0.275 2.172 -0.1 0.2 0.3
C -1.955 -0.689 3.267 0.0 -0.2 -0.1
O -1.247 -0.100 1.074 0.4 -0.2 -0.5
H -1.453 1.927 3.519 0.0 0.0 0.0
H -2.836 1.985 2.424 0.0 0.0 0.0
H -1.211 2.349 1.799 0.0 0.0 0.0
H -2.784 -0.318 3.869 0.0 0.0 0.0
H -1.083 -0.764 3.922 0.0 0.1 0.0
H -2.172 -1.679 2.871 0.0 0.0 0.0
C -0.756 2.061 -3.187 0.1 0.0 0.0
C 0.494 1.603 -3.970 0.1 0.0 0.1
C 1.586 1.543 -2.901 0.0 0.0 -0.2
O 0.882 1.263 -1.686 0.1 -0.1 0.3
C -0.274 2.101 -1.730 -0.1 0.1 -0.1
H -1.576 1.355 -3.304 0.0 0.0 0.0
H -1.103 3.041 -3.511 0.0 0.0 0.0
H 0.759 2.289 -4.772 0.0 0.0 0.0
H 0.347 0.616 -4.405 -0.1 0.0 0.0
H 2.092 2.510 -2.800 0.0 0.0 0.0
H 2.327 0.765 -3.059 0.0 0.0 0.1
H 0.014 3.120 -1.449 0.0 0.0 0.1
H -1.000 1.726 -1.007 0.0 0.0 0.0
Br -3.502 -3.275 -5.069 0.1 0.1 0.1
C -2.332 -2.442 -3.838 0.0 -0.1 -0.1
C -0.964 -2.601 -3.963 -0.1 0.0 0.0
C -0.151 -1.997 -3.019 0.0 0.0 -0.1
N -0.622 -1.266 -2.007 0.1 0.0 0.3
C -1.944 -1.122 -1.910 -0.1 0.0 0.0
C -2.842 -1.683 -2.799 0.0 0.0 0.0
H -0.535 -3.188 -4.762 0.0 0.0 0.0
H 0.924 -2.114 -3.078 0.0 0.0 0.1
H -2.308 -0.536 -1.074 0.0 0.0 0.0
H -3.905 -1.536 -2.678 0.0 0.0 0.0
N 1.908 4.566 5.506 0.0 0.0 0.0
C 1.843 3.742 4.706 0.0 0.2 0.2
C 1.764 2.726 3.703 0.0 -0.3 -0.4
C 1.581 1.388 4.048 0.0 0.0 0.2
C 1.495 0.426 3.054 0.0 -0.1 -0.1
C 1.576 0.720 1.680 0.3 0.8 0.9
C 1.790 2.080 1.385 0.0 -0.1 0.0
C 1.882 3.065 2.356 0.0 0.1 0.1
H 1.509 1.113 5.094 0.0 0.0 0.0
H 1.374 -0.609 3.370 0.0 0.0 0.0
H 1.899 2.401 0.352 0.0 -0.1 0.0
H 2.043 4.100 2.078 0.0 0.0 0.0
```
Positions in Å, forces in eV/Å.

Its spin multiplicity is 1. The value obtained for the relative energy (zero: lowest compared OMol25 entry of this formula, charge and spin) is 40.1 kcal/mol. The HOMO energy is -8.343 eV. The value obtained for the HOMO-LUMO gap is 8.35 eV. Its net charge is 0.

Want to see where the charge sits? The Mulliken charges in e are: 0.145 -0.761 -0.322 0.945 -0.669 0.238 0.245 0.328 -0.534 -1.305 0.928 -1.358 -0.216 0.380 0.445 0.241 0.423 0.283 0.339 -0.585 -0.432 -0.665 0.409 -0.358 0.140 0.408 0.397 0.174 0.242 0.251 0.523 0.004 -0.144 0.066 -0.744 -0.197 0.804 -0.422 -0.736 0.474 0.161 0.364 0.483 -0.525 -0.100 0.753 -0.877 -0.223 -0.157 -0.282 -0.973 0.455 0.638 0.439 0.458

---

Number 1: molar mass 451.20 g mol⁻¹, electronic energy -2298.75558 Ha. Number 2: molar mass 594.86 g mol⁻¹, electronic energy -1868.34590 Ha. Number 3: molar mass 950.31 g mol⁻¹, electronic energy -4789.93829 Ha. Number 4: molar mass 665.16 g mol⁻¹, electronic energy -4135.78267 Ha.